ORCA calculation (ωB97M-V/def2-TZVPD) on a single C19H23FN2O molecule.

Output
Charge: 0
E_HOMO, eV: -8.58
Energy relative to the best compared isomer or geometry (same formula, charge and spin), kcal/mol: 2.77
Structure (SMILES): CCc1cccc(C)c1NC(=O)CN(C)Cc1cccc(F)c1
Kohn-Sham gap, eV: 9.2
E_tot, eV: -27822.3220

Last column: Mulliken charge in e.
CARTESIAN COORDINATES (ANGSTROEM)
C -0.076 -2.615 0.988  -0.530
H 0.472 -1.773 0.572  -0.165
H 0.563 -3.115 1.713  0.361
H -0.294 -3.313 0.182  0.336
C -1.372 -2.154 1.658  -0.805
C -2.300 -1.497 0.676  0.651
C -3.469 -2.145 0.295  -0.970
C -4.315 -1.603 -0.653  -0.895
C -4.000 -0.393 -1.244  -0.817
C -2.849 0.288 -0.882  0.996
C -2.006 -0.265 0.088  0.170
N -0.829 0.444 0.413  0.864
C -0.419 0.883 1.620  0.402
O -0.991 0.712 2.675  -0.710
C 0.932 1.601 1.526  -0.709
N 1.145 2.181 0.208  0.399
C 0.678 3.551 0.145  -1.374
H -0.349 3.588 0.506  0.403
H 0.697 3.893 -0.890  0.351
H 1.285 4.237 0.753  0.351
C 2.512 2.024 -0.274  -1.152
C 2.777 0.567 -0.545  0.791
C 2.031 -0.098 -1.513  -0.690
C 2.211 -1.449 -1.744  -0.504
C 3.146 -2.165 -1.015  -0.599
C 3.888 -1.492 -0.063  0.365
C 3.717 -0.143 0.187  -0.452
H 4.318 0.337 0.945  0.457
F 4.807 -2.172 0.653  -0.344
H 3.303 -3.219 -1.175  0.457
H 1.620 -1.952 -2.494  0.412
H 1.306 0.455 -2.092  0.371
H 2.598 2.586 -1.209  0.412
H 3.253 2.426 0.435  0.323
H 1.688 0.834 1.717  0.294
H 0.996 2.340 2.335  0.346
H -0.297 0.838 -0.358  -0.272
C -2.510 1.608 -1.510  -1.293
H -1.609 1.530 -2.121  0.250
H -3.323 1.946 -2.147  0.411
H -2.332 2.362 -0.744  0.230
H -4.657 0.033 -1.989  0.384
H -5.218 -2.124 -0.935  0.395
H -3.711 -3.095 0.747  0.372
H -1.873 -3.021 2.093  0.500
H -1.142 -1.461 2.467  0.228